# 1
Below is a molecular structure, C23H20I2LiNOS, with properties calculated with ωB97M-V/def2-TZVPD.

## Properties
DFT total energy   -2019.541759 hartree

Geometry as ORCA input:
```
! wB97M-V def2-TZVPD RIJCOSX def2/J DEFGRID3
* xyz 0 1
Li 0.27038 0.17033 -1.01048
C 4.68989 0.79088 -0.79016
C 5.07640 -0.54082 -0.68073
C 4.09972 -1.52158 -0.68472
C 2.74710 -1.16991 -0.78786
C 2.30232 0.16290 -0.91539
C 3.34212 1.10871 -0.91110
C 1.71554 -2.25641 -0.77307
C 2.01758 -3.55949 -0.26345
C 1.06702 -4.52503 -0.23636
C -0.23103 -4.24895 -0.73630
C -1.28558 -5.19273 -0.73628
C -2.51501 -4.86176 -1.23225
C -2.73033 -3.56900 -1.76821
C -1.72681 -2.64323 -1.77189
C -0.45352 -2.95543 -1.23444
N 0.50626 -1.97912 -1.22508
H 5.44300 1.57260 -0.78623
H 6.12260 -0.81070 -0.60327
H 4.41449 -2.55841 -0.64336
H 3.10633 2.16841 -1.02132
H 3.00134 -3.76032 0.13336
H 1.28658 -5.50939 0.16273
H -1.09636 -6.18513 -0.34207
H -3.32101 -5.58412 -1.22695
H -3.69708 -3.31878 -2.18958
H -1.86992 -1.65999 -2.20637
I -3.74789 0.97064 -1.57479
C -3.69969 -0.15899 0.20830
I -1.85925 -0.37965 1.23627
H -4.02816 -1.15959 -0.03788
H -4.37830 0.32421 0.89742
C 0.47304 4.38118 -0.93322
S 0.45838 2.85593 -0.01838
O -0.40437 1.92978 -0.85188
C -0.57253 3.34266 1.35416
C -1.87532 3.79025 1.16616
C -2.67065 4.03404 2.27335
C -2.16982 3.82285 3.55587
C -0.87606 3.35944 3.73423
C -0.07258 3.11027 2.62633
H -0.54527 4.65140 -1.20875
H 1.06797 4.19266 -1.82627
H 0.93913 5.15455 -0.32157
H -2.27865 3.90825 0.16810
H -3.68711 4.38135 2.13847
H -2.79653 4.01810 4.41745
H -0.49508 3.17565 4.73103
H 0.93669 2.73148 2.74641
*
```

# 2
Below is C3H7ClSi in the gas phase, with properties calculated with ωB97M-V/def2-TZVPD.

## Properties
DFT total energy   -868.112012 hartree
ΔE to the lowest compared entry with this formula, charge and spin   192.3 kJ/mol

Geometry as ORCA input:
```
! wB97M-V def2-TZVPD RIJCOSX def2/J DEFGRID3
* xyz 0 1
C -1.26832 -1.32389 -0.19018
C -0.62830 0.07794 0.00096
C -1.08304 -0.42712 -1.33498
Si 1.32691 0.01381 0.18880
Cl -2.42115 0.28946 -2.24733
H -0.65918 -2.15216 -0.04759
H -2.32146 -1.48997 0.30535
H -1.19635 0.93639 0.45368
H -0.34933 -0.72681 -1.97081
H 1.88615 0.91547 1.16011
H 1.76774 0.19652 -1.17460
H 1.45801 -1.23944 0.88605
*
```

# 3
Below is a molecular structure, C14H25GdNO2S4SbSi, with properties calculated with ωB97M-V/def2-TZVPD.

## Properties
DFT total energy   -3642.060297 hartree
ΔE to the lowest compared entry with this formula, charge and spin   0.0 kJ/mol
Expectation value of S²   16.040

Geometry as ORCA input:
```
! wB97M-V def2-TZVPD RIJCOSX def2/J DEFGRID3
* xyz -2 8
Gd -1.56920 0.22861 -0.07006
C 2.72219 0.01688 -2.14695
C 1.47160 -0.03740 -2.97366
C 0.59714 0.99529 -2.33833
C 1.22175 1.49463 -1.25724
C 2.54881 0.87992 -1.13632
H 3.58247 -0.61191 -2.31056
H 1.60398 0.09652 -4.04782
H -0.36803 1.29588 -2.72458
H 0.83697 2.26276 -0.59629
H 3.24527 1.07911 -0.33585
S -4.24611 -0.47032 0.34834
Sb -4.02376 0.33643 -1.87869
S -2.27921 -1.11362 -2.58954
S -2.71642 2.30472 -1.54572
S -5.89312 0.52185 -3.15533
O 1.05802 -2.56217 1.99729
C 0.66998 -2.27144 0.86919
O -0.18281 -1.37716 0.57542
C 1.30348 -2.95991 -0.35495
N 0.58371 -2.71216 -1.61486
C 0.24994 -3.99794 -2.21432
C 0.23943 -5.00284 -1.06000
C 1.37896 -4.49004 -0.17877
H 2.31592 -2.53829 -0.42021
H 1.01061 -1.02866 -2.83178
H -0.27478 -2.18292 -1.42121
H 1.01891 -4.28952 -2.94381
H -0.70057 -3.91791 -2.74353
H 0.38461 -6.03516 -1.38858
H -0.71018 -4.94253 -0.52383
H 2.33899 -4.87407 -0.53619
H 1.27986 -4.75051 0.87364
C -1.21646 3.90822 4.10853
Si -0.64957 2.98529 2.54969
C 1.06488 2.31106 2.96627
C -0.45187 4.31433 1.22242
C -1.78053 1.65783 2.01077
H -0.48715 4.67057 4.38937
H -1.33369 3.22372 4.94960
H -2.17724 4.39954 3.94912
H 1.71595 3.08548 3.37573
H 1.54769 1.89099 2.08356
H 0.99055 1.50696 3.69870
H -0.09809 5.25524 1.64714
H -1.40500 4.49446 0.72349
H 0.25459 4.01155 0.45038
H -2.77670 2.05106 1.76404
H -1.89579 0.88758 2.78627
*
```